## w
C25H26Cl2N11O2PS3SeZr | the ωB97M-V functional and the def2-TZVPD basis

Geometry as XYZ:
```
72
C25H26Cl2N11O2PS3SeZr (the ωB97M-V functional and the def2-TZVPD basis)
Zr -0.734 0.986 -0.814
S 0.879 1.460 1.165
C 0.820 -0.225 1.713
N 1.672 -0.722 2.597
N 2.580 0.010 3.110
C 3.517 -0.458 3.999
C 3.437 -1.770 4.483
C 4.396 -2.229 5.360
C 5.444 -1.401 5.747
C 5.518 -0.097 5.271
C 4.557 0.387 4.408
N -0.113 -1.051 1.321
N -1.073 -0.751 0.479
C -2.033 -1.795 0.468
C -1.941 -2.831 1.414
C -2.856 -3.862 1.431
C -3.890 -3.900 0.508
C -4.008 -2.874 -0.415
C -3.102 -1.828 -0.433
H 2.650 1.000 2.826
H 2.623 -2.396 4.155
H 4.338 -3.233 5.746
H 6.202 -1.773 6.421
H 6.334 0.536 5.579
H 4.615 1.396 4.029
H -1.133 -2.809 2.128
H -2.757 -4.642 2.172
H -4.594 -4.715 0.509
H -4.820 -2.884 -1.127
H -3.230 -1.048 -1.166
S 1.383 0.722 -2.280
C 2.573 0.161 -1.150
S 2.694 -1.540 -0.814
C 3.403 1.068 -0.512
C 3.117 2.419 -0.679
N 2.800 3.526 -0.786
C 4.346 0.701 0.464
N 5.046 0.407 1.324
Cl -3.492 1.476 -1.263
C -3.172 2.741 -2.469
Cl -1.627 2.341 -3.251
H -3.082 3.704 -1.959
H -3.974 2.757 -3.208
N -2.692 -0.518 -5.681
C -2.780 -1.271 -4.414
P -1.093 -0.940 -3.586
O -0.469 -0.066 -4.625
O -1.380 -0.318 -2.219
C -0.281 -2.592 -3.456
N 1.156 -2.426 -3.384
H -3.324 0.284 -5.730
H -2.828 -1.089 -6.520
H -1.653 -0.152 -5.612
H -2.924 -2.333 -4.603
H -3.596 -0.923 -3.785
H -0.609 -3.165 -4.335
H -0.642 -3.105 -2.562
H 1.625 -3.321 -3.493
H 1.901 -1.931 -1.871
H 1.486 -1.807 -4.122
Se 0.749 4.674 -1.333
N 0.151 5.551 -0.001
C -0.699 4.792 0.718
C -1.330 5.070 1.936
C -2.136 4.083 2.471
C -2.309 2.862 1.817
N -1.723 2.556 0.659
C -0.932 3.515 0.141
N -0.243 3.254 -0.992
H -1.174 6.019 2.422
H -2.629 4.250 3.416
H -2.934 2.087 2.243
```

Computed properties:
**E_LUMO**: -0.2359 Ha
**Highest occupied orbital energy**: -12.160 eV
**Spin multiplicity**: 1
**Total charge**: +2
**M**: 880.82 g mol⁻¹

Electronic structure analysis, Mulliken charges in units of e: -0.634 -0.294 0.047 -0.310 0.585 0.594 -0.300 -0.666 -0.450 -0.771 -0.212 -0.215 0.621 0.323 -0.480 -0.788 -0.555 -1.020 0.573 0.286 0.441 0.396 0.404 0.384 0.415 0.522 0.415 0.435 0.434 -0.253 -0.483 1.087 -0.092 -0.162 0.565 -0.584 -0.138 -0.436 0.016 -0.224 0.020 0.315 0.485 -0.184 -1.045 0.794 -0.964 -0.053 -0.672 -0.517 0.331 0.346 0.333 0.493 0.264 0.592 0.302 0.308 0.148 0.258 0.511 -0.773 0.387 -0.556 -0.843 -0.474 0.333 0.864 -0.002 0.544 0.457 0.521

## x
C25H26Cl2N11O2PS3SeZr | the ωB97M-V functional and the def2-TZVPD basis

Geometry as XYZ:
```
72
C25H26Cl2N11O2PS3SeZr (the ωB97M-V functional and the def2-TZVPD basis)
Zr -0.781 -1.344 -0.853
S -0.923 0.809 -2.101
C -0.708 1.769 -0.647
N -0.054 2.907 -0.587
N 0.514 3.360 -1.648
C 1.229 4.580 -1.660
C 1.879 4.927 -2.838
C 2.610 6.104 -2.888
C 2.687 6.925 -1.772
C 2.021 6.571 -0.605
C 1.285 5.399 -0.539
N -1.245 1.416 0.558
N -1.716 0.245 0.631
C -2.428 -0.014 1.841
C -3.133 1.003 2.477
C -3.809 0.728 3.657
C -3.789 -0.551 4.198
C -3.094 -1.566 3.552
C -2.418 -1.299 2.374
H 0.461 2.817 -2.511
H 1.807 4.288 -3.711
H 3.112 6.383 -3.804
H 3.253 7.845 -1.814
H 2.064 7.221 0.259
H 0.741 5.134 0.357
H -3.179 1.987 2.031
H -4.375 1.512 4.142
H -4.336 -0.763 5.106
H -3.104 -2.571 3.955
H -1.891 -2.095 1.863
S -0.775 -3.932 -0.495
C -2.441 -3.589 -0.088
S -3.150 -2.249 -0.935
C -3.068 -4.218 0.957
C -2.257 -4.948 1.872
N -1.496 -5.387 2.618
C -4.408 -3.900 1.335
N -5.473 -3.617 1.663
Cl 3.103 0.926 -0.545
C 3.621 1.872 -1.963
Cl 2.772 1.358 -3.425
H 4.682 1.699 -2.100
H 3.406 2.919 -1.781
N 0.827 -3.832 2.386
C 0.844 -2.546 3.145
P 1.308 -1.130 2.071
O 2.752 -0.931 1.857
O 0.424 -1.314 0.831
C 0.710 0.340 3.005
N 1.320 1.549 2.357
H 0.401 -3.730 1.434
H 0.207 -4.538 2.835
H 1.763 -4.223 2.281
H 1.533 -2.638 3.983
H -0.163 -2.374 3.532
H 1.098 0.276 4.022
H -0.372 0.461 3.032
H 1.369 2.335 3.007
H 0.758 1.859 1.547
H 2.272 1.328 2.032
Se 3.033 -2.324 -2.148
N 2.776 -2.936 -3.774
C 1.500 -2.788 -4.081
C 0.816 -3.154 -5.282
C -0.524 -2.931 -5.326
C -1.222 -2.359 -4.216
N -0.626 -1.989 -3.114
C 0.716 -2.200 -3.051
N 1.321 -1.863 -1.932
H 1.357 -3.597 -6.108
H -1.100 -3.194 -6.202
H -2.296 -2.219 -4.261
```

Computed properties:
**E_LUMO (alpha / beta)**: -0.2567 / -0.2567 Ha
**Highest occupied orbital energy (alpha / beta)**: -12.825 / -12.825 eV
**Spin multiplicity**: 1
**Total charge**: +2
**M**: 880.82 g mol⁻¹

Electronic structure analysis, Mulliken charges in units of e: -0.074 -0.626 0.131 -0.217 0.263 0.293 -0.129 -0.682 -0.552 -0.614 -0.380 -0.583 0.850 -1.200 -0.285 -0.768 -0.705 -1.172 1.278 0.323 0.423 0.400 0.414 0.391 0.439 0.523 0.429 0.456 0.490 0.610 -0.463 0.823 -0.388 0.508 0.184 -0.709 -0.109 -0.452 -0.075 -0.388 -0.125 0.494 0.145 0.127 -0.496 0.567 -0.778 0.516 -0.621 0.024 -0.494 0.441 0.424 0.565 0.122 0.582 0.171 0.447 0.027 0.318 0.353 -0.748 0.371 -0.513 -0.805 -0.323 0.079 1.134 -0.121 0.525 0.451 0.485

On energetic grounds, x is preferred over the next structure by 313.6 kJ/mol.

## w
C7H10N4 | the ωB97M-V functional and the def2-TZVPD basis

Geometry as XYZ:
```
21
C7H10N4 (the ωB97M-V functional and the def2-TZVPD basis)
C -0.611 1.565 2.501
C -1.576 0.959 3.189
C 0.461 -0.003 -0.970
C -0.424 0.800 1.313
C 0.395 0.890 0.158
C -1.377 -0.435 1.492
C 0.991 -1.938 -3.105
N -1.930 -0.222 2.615
N 0.078 -1.251 -0.989
N 1.090 2.104 -0.022
N 0.225 -2.140 -1.945
H -0.076 2.401 2.774
H -2.120 1.313 4.019
H 1.052 0.515 -1.782
H 1.708 -2.842 -3.281
H 0.462 -1.653 -4.024
H 1.736 -1.152 -2.836
H -2.485 -0.934 3.147
H 0.774 2.983 0.317
H 1.631 2.169 -0.868
H -0.004 -3.131 -1.702
```

Computed properties:
**E_LUMO (alpha / beta)**: 0.0084 / 0.0084 Ha
**Highest occupied orbital energy (alpha / beta)**: -6.877 / -6.877 eV
**Spin multiplicity**: 1
**M**: 150.19 g mol⁻¹

Electronic structure analysis, Mulliken charges in units of e: -0.842 -0.624 -0.270 0.502 0.524 -0.817 -0.748 0.168 -0.108 -0.435 -0.184 0.475 0.468 0.210 0.306 0.238 0.220 0.259 0.202 0.178 0.277

## x
C7H10N4 | the ωB97M-V functional and the def2-TZVPD basis

Geometry as XYZ:
```
21
C7H10N4 (the ωB97M-V functional and the def2-TZVPD basis)
C 0.305 -2.283 -0.509
C -0.678 -1.155 -0.717
C -2.120 -1.407 -0.365
N -0.376 -0.010 -1.195
C 0.739 0.741 -0.659
C 0.707 2.082 -1.284
N 0.626 3.126 -1.752
C 0.646 0.924 0.863
N 1.891 1.507 1.355
C -0.529 1.750 1.242
N -1.369 2.530 1.308
H 1.191 -1.981 0.052
H 0.586 -2.727 -1.462
H -0.167 -3.068 0.082
H -2.278 -0.923 0.599
H -2.731 -0.902 -1.112
H -2.387 -2.461 -0.345
H 1.743 0.344 -0.865
H 0.528 -0.032 1.375
H 2.048 2.409 0.915
H 1.816 1.697 2.347
```

Computed properties:
**E_LUMO**: 0.0152 Ha
**Highest occupied orbital energy**: -9.405 eV
**Structure (SMILES)**: CC(C)=N[C@@H](C#N)[C@@H](N)C#N
**Spin multiplicity**: 1
**M**: 150.19 g mol⁻¹

Electronic structure analysis, Mulliken charges in units of e: -1.219 0.784 -1.235 -0.523 0.251 -0.097 -0.419 0.179 -0.671 0.083 -0.437 0.322 0.310 0.423 0.266 0.355 0.413 0.285 0.341 0.301 0.289

On energetic grounds, x is preferred over the next structure by 281.2 kJ/mol.

## w
C7H13N2S | the ωB97M-V functional and the def2-TZVPD basis

Geometry as XYZ:
```
23
C7H13N2S (the ωB97M-V functional and the def2-TZVPD basis)
C 0.080 0.845 1.131
C -1.213 0.213 -2.080
C -0.958 -0.467 -0.979
C 0.259 0.053 -0.077
C -1.567 -1.667 -0.394
C 2.390 -0.618 -1.380
C -0.851 1.346 3.384
N 0.501 -0.353 1.291
N 1.409 0.449 -0.960
S -0.576 2.230 1.835
H -2.025 -0.073 -2.729
H -0.609 1.048 -2.293
H -2.609 -1.549 -0.227
H -1.477 -2.416 -1.097
H -1.082 -1.922 0.491
H 2.954 -0.070 -2.129
H 3.073 -1.229 -0.739
H 1.923 -1.375 -1.983
H -0.943 2.006 4.267
H 0.102 0.868 3.549
H -1.611 0.674 3.312
H 0.892 0.815 -1.710
H 1.939 1.191 -0.482
```

Computed properties:
**E_LUMO**: -0.1181 Ha
**Highest occupied orbital energy**: -13.283 eV
**Structure (SMILES)**: C=C(C)[C@]1([NH2+]C)N=C1SC
**Spin multiplicity**: 1
**Total charge**: +1
**M**: 157.26 g mol⁻¹

Electronic structure analysis, Mulliken charges in units of e: -0.074 -1.131 0.634 0.848 -1.428 -0.911 -0.890 -0.730 0.073 -0.032 0.358 0.314 0.379 0.381 0.427 0.412 0.334 0.371 0.375 0.294 0.319 0.228 0.448

## x
C7H13N2S | the ωB97M-V functional and the def2-TZVPD basis

Geometry as XYZ:
```
23
C7H13N2S (the ωB97M-V functional and the def2-TZVPD basis)
C 2.141 -1.236 -0.940
C 3.461 -1.427 -0.610
C 2.824 0.434 0.437
C 1.830 -0.043 -0.355
C -3.181 0.225 0.393
C -1.557 1.924 0.558
C -0.786 -0.416 0.115
N 3.817 -0.457 0.289
N -1.838 0.624 -0.083
S -1.135 -1.881 -0.836
H 1.562 -1.975 -1.635
H 4.095 -2.298 -0.914
H 2.888 1.216 1.157
H -3.397 -0.730 0.040
H -3.207 0.130 1.511
H -3.920 0.901 0.077
H -1.816 1.937 1.684
H -0.590 2.442 0.240
H -2.394 2.622 0.222
H -0.696 -0.730 1.103
H 4.691 -0.378 0.849
H -2.002 0.633 -1.132
H -0.790 -1.517 -2.170
```

Computed properties:
**E_LUMO (alpha / beta)**: -0.1420 / -0.1760 Ha
**Highest occupied orbital energy (alpha / beta)**: -11.656 / -11.726 eV
**Spin multiplicity**: 1
**Total charge**: +1
**M**: 157.26 g mol⁻¹

Electronic structure analysis, Mulliken charges in units of e: 0.066 -0.772 -0.471 0.292 -1.016 -0.770 -0.565 0.027 0.025 -0.142 0.105 0.345 0.399 0.375 0.404 0.436 0.343 0.308 0.365 0.380 0.257 0.427 0.185

On energetic grounds, w is preferred over the next structure by 221.5 kJ/mol.

## w
C2H5ClS | the ωB97M-V functional and the def2-TZVPD basis

Geometry as XYZ:
```
9
C2H5ClS (the ωB97M-V functional and the def2-TZVPD basis)
C -0.876 0.740 -0.087
C 2.085 -0.555 0.098
S 0.750 1.538 0.174
Cl 3.676 -0.063 -0.105
H -1.765 1.113 0.500
H -0.882 -0.236 0.279
H -1.232 0.656 -1.026
H 1.473 -0.723 -0.704
H 1.714 -0.637 1.091
```

Computed properties:
**E_LUMO**: -0.0264 Ha
**Highest occupied orbital energy**: -8.657 eV
**Spin multiplicity**: 1
**M**: 96.58 g mol⁻¹

Electronic structure analysis, Mulliken charges in units of e: -0.983 -0.510 -0.159 -0.073 0.321 0.319 0.394 0.345 0.346

## x
C2H5ClS | the ωB97M-V functional and the def2-TZVPD basis

Geometry as XYZ:
```
9
C2H5ClS (the ωB97M-V functional and the def2-TZVPD basis)
C -0.743 -0.664 0.581
C 0.373 -0.046 -0.412
S 0.134 1.756 -0.008
Cl 2.025 -0.701 -0.152
H -0.338 -0.756 1.653
H -1.757 -0.046 0.482
H -0.953 -1.759 0.293
H 0.266 -0.019 -1.512
H 0.993 2.235 -0.924
```

Computed properties:
**E_LUMO**: 0.0311 Ha
**Highest occupied orbital energy**: -9.480 eV
**Structure (SMILES)**: C[C@@H](S)Cl
**Spin multiplicity**: 1
**M**: 96.58 g mol⁻¹

Electronic structure analysis, Mulliken charges in units of e: -1.079 0.011 -0.198 -0.173 0.324 0.320 0.302 0.360 0.132

On energetic grounds, x is preferred over the next structure by 201.9 kJ/mol.

## w
C5H11N2O | the ωB97M-V functional and the def2-TZVPD basis

Geometry as XYZ:
```
19
C5H11N2O (the ωB97M-V functional and the def2-TZVPD basis)
O 0.452 2.102 1.066
C 1.336 1.422 1.585
C 1.381 0.007 1.571
C 0.307 -0.909 1.094
C 0.388 -1.274 -0.413
N -1.955 0.457 -0.672
C -1.063 0.143 -1.782
N 0.284 -0.175 -1.371
H 2.155 1.925 2.123
H -1.608 1.261 -0.162
H 2.269 -0.442 2.000
H -0.669 -0.474 1.299
H 0.405 -1.839 1.658
H 1.343 -1.778 -0.570
H -0.420 -1.966 -0.648
H -2.899 0.667 -0.976
H -0.982 0.955 -2.516
H -1.460 -0.729 -2.307
H 0.734 0.646 -0.981
```

Computed properties:
**E_LUMO (alpha / beta)**: 0.0381 / -0.0547 Ha
**Highest occupied orbital energy (alpha / beta)**: -8.775 / -9.013 eV
**Spin multiplicity**: 2
**M**: 115.16 g mol⁻¹

Electronic structure analysis, Mulliken charges in units of e: -0.493 -0.045 -0.368 -0.452 -0.652 -0.452 -0.644 -0.355 0.335 0.179 0.342 0.350 0.350 0.357 0.339 0.224 0.329 0.404 0.252

## x
C5H11N2O | the ωB97M-V functional and the def2-TZVPD basis

Geometry as XYZ:
```
19
C5H11N2O (the ωB97M-V functional and the def2-TZVPD basis)
O -0.881 2.204 -1.425
C 0.021 1.320 -1.089
C -0.456 -0.094 -1.035
C -0.832 -0.683 0.356
C 0.242 -0.404 1.381
C 1.346 -1.152 1.439
N 2.347 -1.031 2.380
N -1.735 -0.008 -1.832
H 1.044 1.538 -0.786
H 0.179 -0.822 -1.553
H -1.057 -1.750 0.269
H -1.732 -0.155 0.688
H 0.050 0.269 2.205
H 1.581 -1.733 0.551
H 2.112 -0.559 3.237
H 3.000 -1.784 2.497
H -2.220 0.833 -1.485
H -2.245 -0.885 -1.751
H -1.486 0.221 -2.792
```

Computed properties:
**E_LUMO (alpha / beta)**: 0.0162 / 0.0146 Ha
**Highest occupied orbital energy (alpha / beta)**: -4.416 / -7.806 eV
**Spin multiplicity**: 2
**M**: 115.16 g mol⁻¹

Electronic structure analysis, Mulliken charges in units of e: -0.764 -0.377 -0.069 -0.894 -0.446 -0.087 -0.463 -0.326 0.438 0.252 0.445 0.399 0.227 0.258 0.205 0.217 0.344 0.291 0.352

On energetic grounds, w is preferred over the next structure by 176.5 kJ/mol.

## w
C6H11NOS | the ωB97M-V functional and the def2-TZVPD basis

Geometry as XYZ:
```
20
C6H11NOS (the ωB97M-V functional and the def2-TZVPD basis)
C 1.446 -0.939 2.008
C -0.946 1.440 0.581
C 0.963 -2.095 -1.403
C 0.213 -0.892 -1.926
C 1.143 -0.720 -0.756
C -1.477 2.897 0.725
N 0.181 1.075 1.019
O -1.508 -1.274 0.363
S 0.378 -0.597 0.809
H 1.536 -0.362 2.889
H 1.684 -2.039 2.051
H -1.692 0.696 0.082
H 0.175 -2.704 -0.841
H 1.614 -2.626 -2.079
H 0.481 -0.413 -2.802
H -0.948 -1.057 -1.933
H 1.865 -0.004 -0.991
H -2.370 2.849 1.396
H -1.816 3.084 -0.247
H -0.922 3.683 1.055
```

Computed properties:
**E_LUMO (alpha / beta)**: 0.0038 / -0.0010 Ha
**Highest occupied orbital energy (alpha / beta)**: -8.165 / -8.169 eV
**Spin multiplicity**: 1
**M**: 145.23 g mol⁻¹

Electronic structure analysis, Mulliken charges in units of e: -0.910 0.402 -0.633 -0.459 -0.191 -1.173 -0.556 -0.724 0.613 0.351 0.234 0.361 0.255 0.337 0.384 0.175 0.527 0.292 0.321 0.394

## x
C6H11NOS | the ωB97M-V functional and the def2-TZVPD basis

Geometry as XYZ:
```
20
C6H11NOS (the ωB97M-V functional and the def2-TZVPD basis)
C -0.519 1.292 1.666
C -0.808 0.127 1.174
C 0.208 -0.542 0.358
C -2.109 -0.562 1.092
C 2.084 -1.889 -0.357
C 0.615 1.634 -1.589
N 1.287 -1.163 0.577
O -1.589 0.092 -1.804
S -0.158 -0.130 -1.463
H -1.190 1.858 2.299
H 0.450 1.780 1.511
H -2.373 -0.663 -0.032
H -2.101 -1.432 1.711
H -2.910 0.057 1.484
H 1.583 -2.624 -0.876
H 2.830 -2.422 0.265
H 2.686 -1.152 -0.936
H 1.314 1.783 -0.802
H -0.193 2.345 -1.571
H 0.893 1.610 -2.706
```

Computed properties:
**E_LUMO**: 0.0203 Ha
**Highest occupied orbital energy**: -8.263 eV
**Spin multiplicity**: 1
**M**: 145.23 g mol⁻¹

Electronic structure analysis, Mulliken charges in units of e: -1.056 0.849 0.281 -1.193 -0.865 -0.884 -0.476 -0.668 0.513 0.314 0.254 0.313 0.303 0.396 0.338 0.332 0.309 0.322 0.321 0.299

On energetic grounds, x is preferred over the next structure by 474.8 kJ/mol.